The following is a DFT calculation (ωB97M-V/def2-TZVPD) of a structure of composition C2H3NOS in a non-equilibrium geometry.

```
8
Properties=species:S:1:pos:R:3:mulliken_charge:R:1
C -0.173 -0.470 0.117 -0.03
C -1.599 0.192 -0.087 -0.05
H 3.028 0.672 0.224 0.14
H -0.016 -1.510 0.117 0.41
H -1.493 1.247 -0.250 0.36
N 0.664 0.460 0.078 -0.31
O -2.639 -0.335 -0.081 -0.40
S 2.228 -0.256 -0.118 -0.13
```

Properties
Kohn-Sham gap ... 9.61 eV
ΔE to the lowest compared entry with this formula, charge and spin ... 41.3 kcal per mole
E_HOMO ... -9.6 eV
LUMO energy ... 0.0041 eV